8 unconnected molecules or ions with the total composition C63H140N8O11 in a non-equilibrium geometry, computed with wB97M-V/def2-TZVPD.

The geometry in XYZ format:
```
222
Properties=species:S:1:pos:R:3:forces:R:3:lowdin_charge:R:1
C -5.527140 3.495096 -4.678115 -1.13 0.76 0.15 -0.03
C -6.941966 2.863249 -4.309650 0.11 0.60 -0.89 -0.45
C -8.146193 3.901658 -4.439788 0.96 -0.15 -0.18 -0.02
C -7.198199 1.725639 -5.351010 -0.69 -0.52 0.53 -0.12
C -8.350264 0.746247 -4.893853 1.10 0.44 -0.51 -0.16
C -8.027678 0.202455 -3.494413 -1.29 -0.13 -1.85 -0.17
C -7.831870 1.284510 -2.481232 -0.07 -0.55 2.44 -0.50
C -9.239501 1.795832 -2.014352 0.12 0.78 -0.37 -0.03
C -7.237200 0.507010 -1.247820 0.19 0.74 -0.23 -0.03
N -6.895275 2.310556 -2.958237 1.09 -1.01 -0.47 -0.11
O -6.340412 3.223734 -1.993860 -1.29 -1.05 -0.68 0.01
H -5.465035 3.745438 -5.737162 -0.17 -0.74 -0.36 0.07
H -5.381996 4.505166 -4.294940 -0.21 -0.09 0.78 0.07
H -4.666000 2.903760 -4.366879 -0.31 -0.25 -0.04 0.08
H -8.201796 4.497671 -5.350711 0.54 -0.25 -0.39 0.07
H -9.100902 3.376130 -4.418168 0.11 0.09 0.39 0.05
H -8.055761 4.665553 -3.667535 -0.24 -0.23 0.38 0.07
H -7.326848 2.223844 -6.311922 -0.73 0.07 -0.01 0.11
H -6.322277 1.119479 -5.582122 0.37 -0.05 0.72 0.11
H -9.337244 1.206301 -4.941952 0.04 0.27 0.22 0.10
H -8.433844 -0.130136 -5.536557 0.20 0.14 -0.39 0.10
H -7.271991 -0.578914 -3.575053 0.59 0.48 0.22 0.12
H -8.927310 -0.346736 -3.216656 -0.01 -0.11 0.36 0.12
H -9.751272 2.357064 -2.796162 0.20 0.25 0.04 0.06
H -9.122015 2.427060 -1.133528 0.00 0.30 -0.03 0.08
H -9.997645 1.067451 -1.726624 0.56 -0.65 0.06 0.08
H -6.197485 0.260822 -1.463385 0.00 -0.09 0.03 0.08
H -7.803046 -0.406592 -1.065457 -0.06 -0.04 -0.26 0.08
H -7.270359 1.052306 -0.304600 0.06 0.32 -0.12 0.07
H -7.150209 3.608017 -1.650131 -0.01 0.69 0.50 0.08
C 6.703855 -1.335581 0.161255 -1.40 -0.22 0.19 -0.04
C 6.508328 -0.289467 1.292854 -0.60 0.27 -1.07 -0.52
C 7.802706 -0.223716 2.009062 2.15 1.47 0.23 -0.05
C 6.193316 1.022309 0.493379 0.19 1.26 1.02 -0.11
C 5.687453 2.242354 1.335763 0.69 -1.60 0.61 -0.17
C 4.439090 1.826742 2.116814 0.25 -0.04 -1.14 -0.13
C 4.692078 0.537153 2.982770 0.91 0.83 0.22 -0.47
C 5.576330 0.899867 4.163017 0.76 1.22 0.30 -0.05
C 3.390668 0.050009 3.589113 0.01 -1.50 -0.35 -0.04
N 5.348390 -0.552049 2.154928 -1.65 1.53 -1.49 -0.11
O 5.472908 -1.730423 2.864773 0.38 -0.67 0.62 -0.01
H 7.018456 -2.334393 0.463739 0.17 0.13 0.34 0.08
H 5.719383 -1.446569 -0.293268 -0.08 -0.17 -0.29 0.07
H 7.376211 -0.970351 -0.615048 0.11 0.10 0.22 0.09
H 8.255735 -1.135178 2.399065 -0.78 -0.12 0.43 0.09
H 8.574596 0.092477 1.307413 0.05 -0.04 -0.55 0.08
H 7.856421 0.618944 2.698356 -0.14 -0.45 0.55 0.07
H 7.105616 1.334934 -0.014634 0.12 -0.18 -0.11 0.11
H 5.437397 0.868095 -0.276631 -0.05 -0.44 0.02 0.11
H 6.377084 2.498264 2.140137 0.66 0.01 -0.28 0.09
H 5.621899 3.148568 0.733619 -0.49 -0.15 -0.13 0.11
H 3.631569 1.687432 1.398059 -0.24 -0.48 0.04 0.11
H 4.163122 2.735303 2.652028 -0.27 -0.47 0.87 0.12
H 6.475588 1.440904 3.868514 0.26 -0.46 -0.17 0.05
H 5.851945 0.050424 4.787973 -0.10 0.00 -0.11 0.09
H 5.114237 1.683512 4.763413 -0.56 -0.30 0.35 0.09
H 2.846077 -0.476554 2.805378 -0.64 0.42 -0.05 0.08
H 2.812958 0.784133 4.150745 0.06 0.30 -0.56 0.09
H 3.589507 -0.741134 4.312071 0.25 -0.02 0.12 0.08
H 4.904097 -2.324946 2.370205 -0.07 -0.28 0.16 0.10
C 2.009349 5.345263 -2.047523 -0.74 -0.78 0.07 -0.05
C 1.179760 6.589463 -2.472738 -0.43 0.15 2.34 -0.45
C -0.154827 6.004229 -3.120310 1.29 1.32 -0.22 -0.02
C 0.773659 7.399615 -1.157764 -0.06 -0.74 -0.96 -0.13
C 1.913145 8.161751 -0.481885 -0.86 -0.09 0.72 -0.19
C 2.743391 8.987889 -1.440491 0.43 -0.34 0.36 -0.15
C 3.085528 8.309607 -2.763281 -0.76 -2.92 1.31 -0.50
C 3.415372 9.376231 -3.707815 1.40 0.25 -1.75 -0.06
C 4.269555 7.289196 -2.504315 0.65 1.05 -0.25 -0.02
N 1.870992 7.584175 -3.274578 -1.49 1.38 1.60 -0.15
O 2.010838 7.089092 -4.524770 1.23 -1.02 -2.33 -0.02
H 2.532784 4.827896 -2.851531 0.46 0.62 -0.21 0.08
H 2.623373 5.441787 -1.152111 0.20 0.30 -0.29 0.07
H 1.300621 4.557520 -1.792085 -0.37 0.06 0.35 0.07
H -0.915048 5.795643 -2.367526 0.27 -0.13 0.16 0.08
H -0.576488 6.753034 -3.790831 -0.11 0.02 -0.08 0.07
H 0.074235 5.111077 -3.701617 -0.09 0.03 0.05 0.07
H -0.004173 8.123128 -1.401918 -0.07 0.00 -0.42 0.11
H 0.285289 6.666229 -0.516084 0.19 0.05 0.42 0.11
H 1.476211 8.864434 0.227629 -0.30 0.15 0.03 0.11
H 2.444051 7.518066 0.219500 0.65 -0.28 -0.53 0.10
H 3.686128 9.236374 -0.953042 0.21 0.00 0.00 0.12
H 2.300848 9.964895 -1.634641 -0.47 -0.16 -0.08 0.12
H 4.373234 9.828862 -3.451454 -0.08 0.25 0.31 0.09
H 2.650847 10.148560 -3.792133 -0.03 -0.20 -0.05 0.10
H 3.627761 8.898454 -4.664231 -0.28 0.32 -0.37 0.09
H 5.161312 7.912159 -2.435055 0.23 0.07 0.24 0.07
H 4.541452 6.571254 -3.278095 -0.68 0.11 -0.40 0.08
H 4.220755 6.714833 -1.579213 -0.37 0.32 0.02 0.06
H 1.364843 7.537886 -5.075103 -0.03 0.17 -0.01 0.11
C -3.107180 4.577881 3.447259 -0.98 -0.25 -1.62 -0.05
C -2.690918 4.573576 4.904037 -1.42 2.64 -1.29 -0.50
C -1.563979 3.569453 5.038036 -0.51 0.33 0.58 -0.03
C -2.215277 6.029429 5.325179 -0.04 -1.00 0.48 -0.11
C -3.270641 7.183293 5.352161 0.10 -1.89 -0.89 -0.16
C -4.520870 6.690293 6.074295 0.22 -0.16 0.30 -0.14
C -5.045567 5.242854 5.792906 -0.51 -0.42 0.39 -0.46
C -5.822972 4.810553 7.081273 0.24 0.62 -0.37 -0.04
C -6.043017 5.199190 4.595788 0.39 0.01 -0.47 -0.03
N -3.922679 4.295550 5.695951 2.63 1.91 0.58 -0.15
O -4.272037 2.974085 5.521625 -0.94 -0.80 0.30 -0.01
H -3.867669 5.316607 3.194194 0.19 0.34 0.26 0.06
H -2.373693 4.640513 2.643389 0.71 0.30 0.44 0.09
H -3.612199 3.647839 3.186375 -0.08 -0.38 0.33 0.08
H -0.632472 4.040607 4.724358 -0.01 0.01 -0.02 0.09
H -1.482098 3.294440 6.089592 0.20 -0.47 -0.09 0.09
H -1.778765 2.747503 4.355133 0.19 -0.31 0.49 0.08
H -1.860758 5.809396 6.332159 -0.03 0.53 0.47 0.11
H -1.294275 6.223126 4.775342 -0.20 0.39 -0.34 0.11
H -2.881619 8.098481 5.798486 0.05 -0.15 0.11 0.11
H -3.624251 7.440108 4.353615 0.53 0.03 -0.38 0.10
H -5.307083 7.402359 5.823447 -0.33 -0.15 0.33 0.12
H -4.302073 6.756319 7.140068 -0.24 -0.04 0.15 0.11
H -6.661620 5.478402 7.278132 -0.38 -0.17 -0.47 0.08
H -5.231473 4.966019 7.983524 0.47 -0.48 -0.13 0.08
H -6.148267 3.776414 6.967944 -0.22 0.11 0.23 0.08
H -5.756750 5.969578 3.879781 -0.47 0.38 0.09 0.07
H -7.086297 5.264813 4.904577 0.09 0.58 0.14 0.08
H -6.043784 4.308122 3.968008 0.50 -0.46 0.47 0.07
H -4.281428 2.760951 6.457618 -0.16 -1.11 -0.08 0.10
C -1.650668 -4.838462 -4.099082 0.77 -0.86 -0.12 -0.04
C -1.168090 -5.153248 -5.549723 -0.45 -0.31 1.35 -0.48
C -1.545813 -6.630890 -5.853078 0.45 -0.41 0.45 -0.03
C -1.920667 -4.111024 -6.413853 0.62 -0.79 -2.66 -0.12
C -1.385660 -4.113733 -7.867757 -0.06 0.36 0.60 -0.21
C 0.033999 -3.657879 -7.865442 0.25 -1.42 -0.28 -0.16
C 0.883154 -4.657384 -7.001804 0.43 1.28 1.04 -0.47
C 1.256587 -5.898722 -7.805063 0.06 -0.19 -0.82 -0.04
C 2.156504 -3.870686 -6.705877 0.89 -1.27 0.11 -0.06
N 0.279887 -4.935653 -5.644309 -1.51 2.68 -2.81 -0.13
O 1.145532 -5.512658 -4.747031 -0.15 -1.15 0.38 0.00
H -2.710346 -5.086155 -4.037228 -0.07 0.49 0.08 0.08
H -1.159015 -5.472042 -3.360884 0.10 -0.32 -0.06 0.07
H -1.386384 -3.829513 -3.782370 -0.43 0.22 -0.30 0.07
H -0.973319 -7.288640 -5.199092 0.39 0.27 0.39 0.08
H -2.561227 -6.927023 -5.589791 -0.31 0.42 -0.46 0.08
H -1.241420 -7.021549 -6.824079 -0.43 0.48 -0.33 0.06
H -2.949051 -4.405974 -6.622520 -0.34 0.12 1.19 0.12
H -1.795020 -3.065079 -6.134015 -0.29 -0.22 0.85 0.12
H -1.414986 -5.124178 -8.275489 -0.19 -0.05 -0.12 0.10
H -1.932050 -3.450443 -8.538282 -0.53 -0.11 0.15 0.11
H 0.198527 -2.604832 -7.637134 -0.23 -0.08 0.71 0.12
H 0.319239 -3.715251 -8.915896 0.77 -0.25 -0.03 0.12
H 0.437603 -6.475566 -8.234747 -0.39 0.03 0.46 0.07
H 1.921996 -6.593030 -7.291979 -0.09 0.13 0.29 0.09
H 1.772612 -5.574411 -8.708749 0.35 0.15 0.02 0.08
H 2.028302 -2.978067 -6.093587 -0.32 0.08 -0.35 0.09
H 2.657386 -3.696073 -7.658104 0.10 0.46 0.10 0.09
H 2.793457 -4.543643 -6.131838 0.35 0.15 0.00 0.07
H 1.085026 -4.936011 -3.981901 0.25 0.11 0.28 0.10
C -5.280394 -3.523545 2.764475 -0.86 0.52 0.57 -0.11
O -4.246588 -3.252056 3.688932 -0.36 -1.75 -0.66 -0.20
C -3.655988 -2.033695 3.426235 1.16 0.95 0.65 -0.25
C -2.294786 -1.887254 4.209413 -1.32 0.54 -1.98 -0.21
N -2.405277 -1.485609 5.575786 -0.01 -1.04 1.03 -0.05
C -3.198112 -2.471122 6.356986 -0.43 1.12 0.21 -0.19
C -3.207937 -2.345736 7.881250 -0.47 -0.31 -0.63 -0.22
O -4.044873 -1.294535 8.373404 1.20 1.02 0.07 -0.18
C -3.272838 -0.120932 8.699075 -0.54 0.56 -0.03 -0.11
H -4.918367 -3.612760 1.740232 0.05 -0.23 -0.02 0.09
H -6.022018 -2.726000 2.809464 0.07 0.70 -0.32 0.08
H -5.929347 -4.339294 3.083092 0.80 -0.64 0.00 0.09
H -4.419860 -1.287233 3.643944 0.17 0.77 0.57 0.12
H -3.416330 -1.805385 2.387709 0.02 -0.76 -0.60 0.11
H -1.804718 -1.079439 3.665928 0.35 0.08 0.05 0.11
H -1.718935 -2.788591 3.999486 0.04 -0.13 0.49 0.12
H -2.996877 -0.669459 5.512512 0.12 0.43 0.42 0.10
H -3.005584 -3.518882 6.126272 0.60 0.19 -0.35 0.12
H -4.237380 -2.310115 6.070459 -0.36 -0.36 0.08 0.11
H -2.225027 -2.318687 8.351623 0.12 0.04 -0.09 0.12
H -3.701236 -3.289655 8.113152 -0.06 0.04 0.78 0.11
H -3.897892 0.761638 8.835011 -0.82 -0.36 0.01 0.07
H -2.598251 0.244624 7.924872 0.33 -0.72 -0.30 0.07
H -2.740274 -0.174015 9.648633 0.24 -0.62 0.00 0.08
C 6.763339 -7.720150 3.738623 -1.70 -0.52 -0.07 -0.11
O 7.503269 -7.329911 2.640167 -1.59 -0.62 0.42 -0.19
C 8.583394 -6.551047 2.902470 0.83 0.20 0.94 -0.30
C 9.195938 -6.372616 1.596614 1.77 -0.18 -0.72 -0.21
N 9.412045 -7.735599 0.998287 1.41 2.63 -0.03 -0.04
C 9.695750 -7.665200 -0.453674 -1.57 -1.77 0.74 -0.17
C 8.357504 -7.722700 -1.247143 0.20 1.45 0.85 -0.21
O 7.942697 -6.374231 -1.457147 -0.35 1.09 -1.33 -0.22
C 6.746420 -6.223273 -2.261893 0.76 -0.56 0.87 -0.08
H 7.209437 -8.407252 4.457643 0.73 0.01 -0.10 0.09
H 5.941148 -8.259667 3.268511 -0.34 -0.08 0.45 0.09
H 6.348647 -6.876066 4.289669 0.02 0.24 0.08 0.09
H 9.273025 -7.072712 3.566075 0.27 -0.32 0.19 0.13
H 8.408480 -5.593025 3.392062 -0.66 0.27 0.02 0.13
H 10.110630 -5.857022 1.889206 0.87 -0.30 -0.66 0.12
H 8.695865 -5.611394 0.997808 -0.60 -0.48 -0.43 0.12
H 8.635443 -8.316950 1.279395 -0.03 0.05 -0.60 0.09
H 10.240354 -8.571221 -0.719434 0.14 -0.16 -0.01 0.10
H 10.367476 -6.846726 -0.712515 -0.47 0.25 0.09 0.12
H 7.547356 -8.077978 -0.610324 0.25 -1.03 0.16 0.12
H 8.467551 -8.364394 -2.121348 -0.21 0.36 -0.56 0.11
H 6.428364 -5.192277 -2.416703 0.92 0.27 0.02 0.08
H 5.893105 -6.615752 -1.708803 -0.12 -0.75 -0.20 0.08
H 6.951798 -6.713782 -3.213384 -0.56 -0.05 -0.12 0.08
C -1.273545 -0.215290 -1.086685 0.70 -0.68 -1.10 -0.08
O -0.145508 -0.974124 -0.625903 -0.27 0.37 0.61 -0.20
C 0.698982 -1.462979 -1.642266 1.30 -0.63 0.16 -0.24
C 1.703838 -2.501531 -1.077561 -1.85 -0.16 0.76 -0.17
N 0.917001 -3.735328 -0.625791 2.17 0.72 -1.21 -0.03
C 1.704965 -4.515925 0.367662 -0.58 1.44 -0.20 -0.21
C 0.915224 -5.655041 0.878932 -1.10 -0.54 0.80 -0.25
O -0.149212 -5.218783 1.731608 -0.69 -0.61 0.13 -0.19
C -1.250466 -6.161964 1.664923 0.70 0.64 -0.29 -0.08
H -1.020075 0.544492 -1.825996 0.58 0.10 -0.17 0.08
H -1.790290 0.356318 -0.315750 0.12 -0.78 0.41 0.09
H -1.864566 -0.947168 -1.637262 -0.85 0.26 0.24 0.08
H 1.308920 -0.641205 -2.017426 -0.13 0.19 -0.47 0.12
H 0.199348 -2.001560 -2.447483 -0.63 0.37 -0.22 0.11
H 2.231036 -1.987670 -0.273743 0.02 -0.18 0.62 0.10
H 2.489186 -2.720356 -1.801046 -0.34 -0.35 -0.31 0.11
H 0.095014 -3.368259 -0.167880 -0.11 -0.05 0.32 0.09
H 1.935187 -3.755932 1.114316 0.43 -0.52 0.82 0.11
H 2.638390 -4.955940 0.016650 0.03 0.43 -0.68 0.12
H 1.524090 -6.384496 1.413028 0.26 -0.01 0.16 0.12
H 0.468608 -6.182195 0.035876 0.08 -0.06 -0.33 0.11
H -1.000316 -7.147738 2.057068 0.40 -0.13 -0.09 0.08
H -1.482389 -6.222270 0.601585 -0.51 -0.37 0.02 0.08
H -2.121041 -5.845641 2.239511 0.26 0.57 -0.06 0.08
```
Forces are in eV/Å.

Output
electronic energy = -102028.7918 eV
ΔE to the lowest compared entry with this formula, charge and spin = 2.731 eV
SMILES = CC1(C)CCCC(C)(C)N1O.CC1(C)CCCC(C)(C)N1O.CC1(C)CCCC(C)(C)N1O.CC1(C)CCCC(C)(C)N1O.CC1(C)CCCC(C)(C)N1O.COCCNCCOC.COCCNCCOC.COCCNCCOC
LUMO level = 0.188 eV